The following is a DFT calculation (the ωB97M-V functional and the def2-TZVPD basis) of C24H58HgP2Si4 as an isolated structure.

## Properties
**M**: 721.61 g/mol
**Energy**: -2943.1615 Eh
**Orbital gap**: 4.96 eV
**Largest force on an atom**: 4.66 eV Å⁻¹

Last column: Mulliken charge in e.
CARTESIAN COORDINATES (ANGSTROEM)
P -1.795 5.674 -0.354  1.41
P 1.210 4.908 -3.057  1.42
C -0.524 6.563 -1.319  -1.44
C -0.101 6.134 -2.751  -1.38
H 0.354 6.774 -0.682  0.67
H -0.999 7.554 -1.449  0.64
H -0.974 5.880 -3.378  0.52
H 0.332 7.039 -3.216  0.67
C 2.786 5.728 -2.724  -1.55
H 3.610 5.001 -2.715  0.40
H 2.764 6.239 -1.751  0.33
H 2.968 6.468 -3.515  0.50
C 1.213 4.617 -4.833  -1.51
H 1.861 5.370 -5.303  0.45
H 0.200 4.714 -5.243  0.41
H 1.606 3.619 -5.053  0.37
C -1.922 6.627 1.203  -1.55
H -2.316 5.996 2.013  0.41
H -2.585 7.490 1.076  0.45
H -0.928 6.981 1.504  0.37
C -3.412 6.041 -1.148  -1.60
H -3.394 5.813 -2.224  0.33
H -3.674 7.100 -1.024  0.47
H -4.209 5.433 -0.695  0.43
Hg -0.213 -0.791 0.267  0.71
C 1.123 3.317 -2.260  0.66
C 1.863 3.573 -1.028  -1.31
C 1.363 4.217 0.180  -1.05
C 0.140 3.594 0.883  -0.98
C -1.243 4.096 0.519  -0.39
C -1.983 3.785 -0.704  -0.60
C -1.534 3.301 -2.056  -1.28
C -0.226 2.514 -2.169  -1.14
C -1.877 0.199 1.132  -1.07
H 1.768 2.695 -2.907  0.58
H 2.919 3.290 -1.025  0.44
H 1.185 5.301 0.031  0.04
H 2.213 4.159 0.895  0.38
H 0.162 2.495 0.789  -0.18
H 0.280 3.805 1.957  0.68
H -1.878 4.020 1.411  0.75
H -3.023 3.479 -0.516  0.84
H -1.575 4.124 -2.788  0.25
H -2.333 2.620 -2.401  0.55
H -0.165 1.776 -1.354  -0.30
H -0.298 1.918 -3.096  0.76
H -2.797 -0.280 0.777  0.41
H -1.866 1.262 0.873  0.01
H -1.773 0.061 2.218  0.37
C -0.700 -3.289 -2.646  -1.04
Si 1.151 -3.453 -2.334  0.39
C 1.578 -5.284 -2.491  -1.14
C 2.130 -2.508 -3.630  -1.06
Si 1.563 -2.528 -0.224  -0.06
Si 1.504 -4.326 1.254  0.33
C 2.754 -5.688 0.859  -1.01
C 1.872 -3.723 3.000  -1.08
C -0.225 -5.063 1.163  -1.07
Si 3.677 -1.580 0.112  0.30
C 5.014 -2.888 0.367  -1.10
C 4.115 -0.506 -1.369  -0.72
C 3.577 -0.516 1.668  -0.91
H -0.964 -3.860 -3.549  0.36
H -0.981 -2.241 -2.811  0.26
H -1.301 -3.676 -1.812  0.27
H 1.173 -5.649 -3.447  0.39
H 2.664 -5.444 -2.506  0.32
H 1.151 -5.906 -1.696  0.27
H 2.086 -1.422 -3.484  0.22
H 3.185 -2.809 -3.633  0.26
H 1.710 -2.736 -4.620  0.38
H 3.791 -5.350 0.961  0.27
H 2.598 -6.504 1.580  0.41
H 2.637 -6.108 -0.146  0.25
H 1.058 -3.091 3.381  0.29
H 1.956 -4.599 3.661  0.36
H 2.809 -3.156 3.072  0.24
H -0.933 -4.442 1.728  0.29
H -0.603 -5.162 0.136  0.24
H -0.212 -6.064 1.619  0.36
H 5.081 -3.582 -0.481  0.31
H 5.980 -2.366 0.452  0.40
H 4.872 -3.477 1.282  0.25
H 3.327 0.225 -1.602  -0.05
H 5.033 0.051 -1.127  0.38
H 4.306 -1.104 -2.269  0.29
H 2.982 0.390 1.486  0.17
H 3.141 -1.046 2.524  0.27
H 4.598 -0.205 1.939  0.37

***

The following is a DFT calculation (the ωB97M-V functional and the def2-TZVPD basis) of a 11-piece molecular cluster, C24H58N22O15P overall.

## Properties
**M**: 925.84 g/mol
**Charge**: +1
**Energy**: -3624.1888 Eh
**Orbital gap**: 4.81 eV
**Largest force on an atom**: 4.07 eV Å⁻¹

Last column: Mulliken charge in e.
CARTESIAN COORDINATES (ANGSTROEM)
O 2.066 -3.746 2.863  -0.51
C 2.711 -3.732 1.835  0.00
O 3.908 -4.339 1.761  -0.43
C 2.085 -3.048 0.637  0.57
C 0.752 -3.413 0.371  -0.96
C 0.079 -2.828 -0.659  -0.53
N 0.697 -1.893 -1.416  0.52
P -0.303 -1.170 -2.675  0.54
O -1.380 -0.491 -1.980  -0.64
O -0.996 -2.312 -3.561  -0.32
O 0.498 -0.094 -3.539  -0.54
C 1.974 -1.548 -1.204  0.13
C 2.716 -2.100 -0.179  0.53
C 4.154 -1.666 0.057  -1.23
C 4.317 -0.107 0.069  0.06
C 4.963 0.356 1.411  -0.69
C 4.305 1.718 1.779  -1.22
N 2.978 1.532 2.326  0.40
C 1.808 1.840 1.703  -0.72
C 0.766 1.529 2.537  -0.43
C 1.343 1.005 3.761  -0.50
C 2.698 1.037 3.562  -0.75
H 4.164 -4.481 2.690  0.37
H 0.249 -4.140 1.004  0.56
H -0.951 -3.112 -0.863  0.62
H -0.298 -2.900 -3.917  0.27
H 1.368 -0.422 -3.835  0.33
H 2.446 -0.808 -1.853  0.44
H 4.499 -2.136 0.982  0.58
H 4.776 -2.059 -0.763  0.36
H 3.348 0.402 -0.040  -0.06
H 4.965 0.180 -0.772  0.36
H 6.048 0.460 1.270  0.43
H 4.794 -0.363 2.224  0.40
H 4.958 2.342 2.403  0.42
H 4.169 2.256 0.827  0.38
H 1.672 2.271 0.709  0.62
H -0.294 1.643 2.331  0.48
H 0.815 0.663 4.644  0.37
H 3.475 0.717 4.254  0.51
C 1.211 1.348 8.045  0.64
O 1.744 1.821 7.042  -0.74
N 0.880 0.036 8.153  -0.29
N 0.907 2.111 9.127  -0.37
H 0.439 -0.365 8.961  0.16
H 1.087 -0.555 7.370  0.19
H 1.134 3.089 9.078  0.23
H 0.472 1.753 9.956  0.16
C -1.452 3.754 6.397  0.59
O -0.871 4.594 7.063  -0.67
N -0.868 2.601 5.985  0.00
N -2.761 3.917 6.003  -0.44
H -1.337 1.907 5.434  0.11
H 0.101 2.448 6.254  0.06
H -3.224 4.760 6.290  0.26
H -3.267 3.246 5.455  0.14
C 1.585 2.835 -6.454  0.55
O 2.190 3.297 -7.404  -0.65
N 1.166 1.531 -6.414  -0.29
N 1.273 3.574 -5.350  -0.24
H 0.665 1.134 -5.642  0.16
H 1.378 0.955 -7.209  0.19
H 1.565 4.535 -5.345  0.20
H 0.775 3.213 -4.557  0.12
C -1.612 -6.245 -3.855  0.65
O -0.493 -6.128 -3.357  -0.67
N -2.220 -7.438 -4.036  -0.37
N -2.317 -5.151 -4.262  -0.24
H -3.135 -7.541 -4.434  0.17
H -1.719 -8.258 -3.742  0.25
H -1.872 -4.264 -4.138  0.12
H -3.235 -5.189 -4.669  0.22
C 0.087 3.696 -1.304  0.80
O 1.232 3.755 -0.884  -0.69
N -0.597 2.520 -1.422  -0.13
N -0.606 4.806 -1.691  -0.44
H -1.538 2.450 -1.760  0.16
H -0.123 1.685 -1.141  -0.07
H -0.135 5.690 -1.617  0.24
H -1.547 4.784 -2.037  0.15
C -2.080 5.425 2.540  0.60
O -2.026 4.249 2.209  -0.66
N -2.249 6.433 1.630  -0.40
N -1.980 5.827 3.836  -0.32
H -2.297 7.403 1.877  0.15
H -2.328 6.171 0.666  0.23
H -1.852 5.107 4.533  0.26
H -2.024 6.786 4.127  0.17
C -2.685 -1.511 8.466  0.63
O -1.549 -1.426 8.900  -0.63
N -3.331 -2.706 8.332  -0.41
N -3.403 -0.416 8.079  -0.37
H -4.264 -2.798 7.978  0.16
H -2.831 -3.530 8.609  0.23
H -2.955 0.479 8.165  0.20
H -4.337 -0.461 7.720  0.16
C 1.896 -4.656 -6.662  0.64
O 2.661 -3.781 -6.277  -0.66
N 1.851 -5.076 -7.956  -0.37
N 1.025 -5.276 -5.814  -0.21
H 1.232 -5.790 -8.289  0.16
H 2.482 -4.637 -8.603  0.23
H 1.043 -4.990 -4.853  0.08
H 0.383 -5.995 -6.090  0.13
C -1.284 5.579 -8.505  0.54
O -2.136 6.390 -8.818  -0.64
N -1.593 4.373 -7.929  -0.32
N 0.049 5.792 -8.697  -0.30
H -0.907 3.692 -7.666  0.18
H -2.564 4.178 -7.772  0.18
H 0.319 6.661 -9.117  0.19
H 0.763 5.129 -8.443  0.19
C -4.993 -5.414 -1.714  0.58
O -4.867 -6.272 -2.574  -0.60
N -6.009 -5.426 -0.809  -0.41
N -4.117 -4.368 -1.597  -0.24
H -6.129 -4.731 -0.097  0.16
H -6.669 -6.180 -0.870  0.24
H -3.358 -4.338 -2.255  0.14
H -4.194 -3.647 -0.904  0.17

***

The following is a DFT calculation (the ωB97M-V functional and the def2-TZVPD basis) of a 4-piece molecular cluster, C24H58NO3S overall.

## Properties
**M**: 440.80 g/mol
**Charge**: +1
**Energy**: -1627.5814 Eh
**Orbital gap**: 8.65 eV
**Largest force on an atom**: 1.19 eV Å⁻¹

Last column: Mulliken charge in e.
CARTESIAN COORDINATES (ANGSTROEM)
C -1.831 4.680 -1.196  -1.13
C -1.125 4.192 -2.467  -0.21
C -2.047 3.831 -3.636  -0.77
N -2.072 2.361 -3.924  -0.20
S -3.320 1.482 -3.322  0.60
O -3.924 2.386 -2.178  -0.27
O -2.717 0.301 -2.457  -0.12
C -1.777 -0.544 -3.193  -1.22
C -0.406 -0.387 -2.564  1.30
C -0.461 -0.814 -1.105  -1.19
O 0.518 -1.101 -3.332  -0.58
H -1.923 5.755 -1.214  0.35
H -1.203 4.452 -0.347  0.35
H -2.788 4.212 -1.021  0.20
H -0.457 3.377 -2.211  0.19
H -0.482 4.992 -2.802  0.38
H -3.041 4.236 -3.536  0.50
H -1.629 4.269 -4.529  0.35
H -1.174 1.927 -3.733  0.22
H -4.878 2.151 -2.174  0.28
H -1.704 -0.250 -4.237  0.55
H -2.117 -1.568 -3.172  0.50
H -0.192 0.686 -2.553  -0.49
H 0.521 -0.947 -0.678  0.08
H -1.063 -1.704 -0.995  0.43
H -0.959 -0.051 -0.520  0.40
H 1.387 -0.690 -3.208  0.40
C 5.929 -3.883 0.963  -0.63
C 4.635 -4.689 0.916  -0.43
C 3.698 -4.260 -0.210  -0.90
C 3.213 -2.813 -0.117  -0.28
C 2.487 -2.458 1.180  -0.12
C 1.206 -3.259 1.396  -1.31
H 5.736 -2.830 1.165  -0.24
H 6.581 -4.255 1.754  0.39
H 6.472 -3.958 0.019  0.33
H 4.126 -4.620 1.882  0.22
H 4.880 -5.744 0.778  0.36
H 2.839 -4.935 -0.234  0.30
H 4.209 -4.393 -1.169  0.39
H 2.546 -2.616 -0.965  0.10
H 4.063 -2.134 -0.241  0.36
H 2.235 -1.392 1.153  0.42
H 3.152 -2.590 2.036  0.11
H 0.516 -3.119 0.561  0.20
H 0.702 -2.935 2.307  0.42
H 1.406 -4.326 1.495  0.35
C -6.340 0.128 -0.413  -1.08
C -7.275 0.471 -1.572  -0.29
C -8.270 1.583 -1.245  -0.59
C -9.238 1.261 -0.107  -0.81
C -10.083 0.005 -0.318  -0.35
C -11.001 0.087 -1.535  -1.19
H -6.886 -0.258 0.446  0.40
H -5.620 -0.635 -0.715  0.29
H -5.781 1.012 -0.090  0.24
H -7.801 -0.428 -1.897  0.33
H -6.670 0.793 -2.435  0.16
H -8.835 1.828 -2.148  0.39
H -7.718 2.493 -0.981  0.29
H -9.903 2.117 0.033  0.40
H -8.682 1.160 0.830  0.30
H -10.694 -0.149 0.573  0.39
H -9.440 -0.876 -0.402  0.23
H -11.671 0.945 -1.459  0.30
H -11.614 -0.810 -1.613  0.38
H -10.436 0.178 -2.464  0.28
C 8.028 2.936 3.190  -1.20
C 7.697 1.922 4.282  -0.36
C 8.248 0.525 4.003  -0.78
C 7.704 -0.143 2.740  -0.79
C 6.185 -0.292 2.694  0.03
C 5.627 -1.169 3.811  -1.19
H 7.576 2.663 2.235  0.28
H 7.654 3.925 3.458  0.38
H 9.107 3.015 3.046  0.30
H 6.614 1.881 4.428  0.24
H 8.117 2.275 5.226  0.39
H 8.049 -0.112 4.868  0.30
H 9.338 0.584 3.920  0.40
H 8.160 -1.134 2.647  0.35
H 8.030 0.419 1.859  0.35
H 5.914 -0.733 1.730  0.00
H 5.705 0.690 2.725  0.37
H 6.071 -2.167 3.787  0.21
H 4.546 -1.281 3.704  0.27
H 5.816 -0.735 4.793  0.47